Record 1
Entry from the OMol25 dataset: a cluster of 2 separate species, C4H14N3Si in total at a distorted geometry (ωB97M-V/def2-TZVPD).

Each line ends with the Löwdin spin population.
Atoms and positions in Å:
C -2.1483 -0.1915 0.1207  0.21
C 2.3559 -1.7743 -0.2109  0.08
C 1.1415 0.8489 -1.4795  0.09
C 1.3707 0.9309 1.5390  0.07
N -3.3431 -0.4242 -0.4564  0.13
N -1.9401 1.0689 0.5620  0.17
N -1.1508 -1.0169 0.2931  0.73
Si 1.4999 -0.0966 0.0313  0.39
H 2.3567 -2.0928 -1.2524  0.00
H 3.4486 -1.5626 0.0013  0.02
H 1.8950 -2.5577 0.3785  0.01
H 1.5350 1.8987 -1.3841  0.01
H 1.3400 0.6129 -2.4949  0.00
H 0.0672 1.0806 -1.3594  0.02
H 1.1251 2.0442 1.2136  0.00
H 0.5725 0.3761 2.1011  0.01
H 2.3782 1.0141 2.0386  0.01
H -4.0076 0.1691 -0.8350  0.01
H -3.2685 -1.2744 -0.8470  0.00
H -2.6996 1.6350 0.7525  0.01
H -1.2377 1.2989 1.2178  0.01
H -1.2904 -1.9874 0.0701  0.03

Properties
Orbital gap (spin up / spin down) = 5.1 / 6.1 eV
HOMO level (spin up / spin down) = -8.186 / -13.934 eV
Relative energy (zero: lowest compared OMol25 entry of this formula, charge and spin) = 18.85 kcal/mol
Multiplicity = 3
Total charge = +1
Energy = -614.15105 a.u.
F_max = 4.6 eV/A
Lowest unoccupied orbital energy (spin up / spin down) = -3.092 / -7.863 eV
⟨S²⟩ = 2.008

=====

Record 2
Entry from the OMol25 dataset: a structure of composition C23H27AsN4NiO4SeSi (ωB97M-V/def2-TZVPD).

Each line ends with the Löwdin spin population.
Atoms and positions in Å:
Ni 0.1424 1.0625 0.9260  1.62
C -5.4668 -1.1332 1.6743  0.00
C -5.4731 0.0440 2.4113  0.00
C -4.2737 0.6752 2.7301  0.01
C -3.0371 0.1590 2.3257  0.02
C -3.0641 -1.0174 1.5639  0.00
C -4.2546 -1.6631 1.2487  0.00
Si -1.3884 1.0339 2.7174  0.08
C -0.6941 0.0284 4.1832  0.01
C 0.0746 0.6708 5.1615  0.01
C 0.6764 -0.0325 6.1980  0.00
C 0.5287 -1.4114 6.2866  0.01
C -0.2246 -2.0749 5.3270  0.00
C -0.8212 -1.3609 4.2908  0.01
H -6.3989 -1.6241 1.4184  0.00
H -6.4153 0.4751 2.7337  0.00
H -4.2953 1.5935 3.3091  0.00
H -2.1302 -1.4199 1.1779  0.00
H -4.2385 -2.5674 0.6507  0.00
H -1.8875 2.2412 3.4461  0.02
H 0.2203 1.7451 5.0969  0.00
H 1.2751 0.4958 6.9314  0.00
H 1.0010 -1.9630 7.0911  0.00
H -0.3469 -3.1511 5.3822  0.00
H -1.4155 -1.9014 3.5580  0.00
N -3.5676 2.5425 -4.0199  0.00
C -3.2294 1.8344 -3.1611  0.00
N -2.9485 0.9680 -2.2199  0.00
C -1.9768 0.9198 -1.3885  0.01
N -1.1283 0.7378 -0.6098  0.03
C 3.7659 0.6006 -2.0877  0.01
As 1.9180 0.7551 -1.4893  0.02
C 1.3464 2.0493 -2.8350  0.00
C 1.1998 -0.9186 -2.3694  0.00
C 1.4145 -1.0536 -3.8398  0.00
C 0.4874 -0.5299 -4.7455  0.00
C 0.6911 -0.6137 -6.1161  0.00
C 1.8306 -1.2277 -6.6234  0.00
C 2.7613 -1.7561 -5.7373  0.00
C 2.5537 -1.6680 -4.3662  0.00
H 3.8140 0.3907 -3.1573  0.00
H 4.2760 -0.1784 -1.5199  0.00
H 4.2337 1.5560 -1.8563  0.00
H 1.6408 1.7426 -3.8387  0.00
H 1.8333 2.9882 -2.5707  0.00
H 0.2664 2.1864 -2.7953  0.00
H 0.1402 -0.8922 -2.1175  0.00
H 1.6752 -1.7334 -1.8189  0.00
H -0.4027 -0.0420 -4.3599  0.00
H -0.0453 -0.1934 -6.7905  0.00
H 1.9904 -1.2930 -7.6925  0.00
H 3.6576 -2.2354 -6.1147  0.00
H 3.2888 -2.0782 -3.6820  0.00
N 1.1727 -0.7033 1.4191  0.05
H 1.1432 -1.4294 0.7134  0.00
H 1.0177 -1.1188 2.3302  0.00
H 2.1256 -0.2836 1.4167  0.00
O 3.5286 0.7965 1.1490  0.00
Se 3.0509 2.3799 1.2408  0.01
O 3.8921 3.2476 2.3281  0.01
O 1.4347 2.2992 1.7506  0.06
O 3.0553 3.0499 -0.2647  0.00

Properties
Orbital gap (spin up / spin down) = 6.3 / 7.3 eV
HOMO level (spin up / spin down) = -1.841 / -2.818 eV
Relative energy (zero: lowest compared OMol25 entry of this formula, charge and spin) = 12.45 kcal/mol
Multiplicity = 3
Total charge = -2
Energy = -7847.65497 a.u.
F_max = 0.5 eV/A
Lowest unoccupied orbital energy (spin up / spin down) = 4.465 / 4.462 eV
⟨S²⟩ = 2.009

=====

Record 3
Entry from the OMol25 dataset: a structure of composition C26H30BrIrN4O2 (ωB97M-V/def2-TZVPD).

Each line ends with the Löwdin spin population.
Atoms and positions in Å:
Ir 0.1576 -0.2399 -0.4127  1.64
Br 6.7016 -3.4872 1.4695  0.19
C 5.2881 -2.3989 1.0622  0.23
C 5.5164 -1.1248 0.4922  0.04
C 4.4675 -0.3017 0.2234  0.09
C 3.1158 -0.7071 0.4905  0.17
C 2.9109 -2.0119 1.0421  0.09
C 3.9636 -2.8231 1.3306  0.04
N 2.0768 0.1320 0.2464  0.29
C 2.3863 1.5034 0.1686  0.41
C 1.4967 2.3582 -0.4670  0.06
C 1.7244 3.7343 -0.6671  0.12
C 0.8122 4.4647 -1.3909  0.03
C -0.3248 3.8325 -1.9098  0.12
C -0.5200 2.4935 -1.6517  0.05
N 0.3539 1.7698 -0.9414  0.16
H 6.5287 -0.8158 0.2697  0.00
H 4.6622 0.6532 -0.2418  0.01
H 1.9112 -2.3193 1.3018  0.00
H 3.8047 -3.7857 1.7974  0.00
H 3.2653 1.8816 0.6677  0.02
H 2.6205 4.1893 -0.2685  0.00
H 0.9755 5.5193 -1.5665  0.00
H -1.0473 4.3768 -2.4998  0.01
H -1.3880 1.9653 -2.0279  0.00
O -1.8972 0.5367 0.7090  0.11
C -2.4528 0.0477 -0.2876  0.01
O -1.7728 -0.4983 -1.2190  0.01
C -3.9650 -0.0026 -0.3646  0.00
N -4.5266 0.7970 0.7941  0.00
C -5.4632 -0.1051 1.5848  0.00
C -5.8500 -1.1718 0.5772  0.00
C -4.5467 -1.4137 -0.1840  0.00
H -4.3059 0.4529 -1.2934  0.00
H -5.0249 1.6205 0.4582  0.00
H -3.7346 1.1242 1.3627  0.00
H -6.2837 0.4907 1.9746  0.00
H -4.8861 -0.5117 2.4130  0.00
H -6.6310 -0.8072 -0.0922  0.00
H -6.2244 -2.0660 1.0700  0.00
H -4.6988 -1.8946 -1.1471  0.00
H -3.8631 -2.0255 0.4106  0.00
C -2.0333 -3.9002 -2.2562  0.06
N -0.7827 -4.4275 -1.7737  0.63
C -0.4845 -5.8199 -1.9897  0.07
C 0.1623 -3.5254 -1.1397  0.07
C -0.2708 -3.1824 0.2857  0.07
C -0.5859 -4.2401 1.1405  0.01
C -0.8938 -4.0147 2.4709  0.00
C -0.8727 -2.7165 2.9607  0.00
C -0.5510 -1.6600 2.1199  0.00
C -0.2549 -1.8677 0.7725  0.06
H -2.8218 -4.6419 -2.1379  0.01
H -1.9200 -3.6899 -3.3278  0.03
H -2.2618 -2.9728 -1.7359  0.01
H -0.5123 -6.0222 -3.0670  0.03
H -1.2664 -6.4319 -1.5302  0.03
H 0.4909 -6.0725 -1.5874  0.00
H 0.1975 -2.6236 -1.7586  0.03
H 1.1426 -4.0011 -1.1541  0.00
H -0.5700 -5.2602 0.7728  0.00
H -1.1298 -4.8451 3.1220  0.00
H -1.0922 -2.5259 4.0030  0.00
H -0.5215 -0.6563 2.5261  0.00

Properties
Orbital gap (spin up / spin down) = 7.4 / 5.9 eV
HOMO level (spin up / spin down) = -14.718 / -16.757 eV
Relative energy (zero: lowest compared OMol25 entry of this formula, charge and spin) = 0.00 kcal/mol
Multiplicity = 6
Total charge = +3
Energy = -4055.54966 a.u.
F_max = 0.4 eV/A
Lowest unoccupied orbital energy (spin up / spin down) = -7.271 / -10.862 eV
⟨S²⟩ = 8.797

=====

Please write out number 1 again, unchanged.
Entry from the OMol25 dataset: a cluster of 2 separate species, C4H14N3Si in total at a distorted geometry (ωB97M-V/def2-TZVPD).

Each line ends with the Löwdin spin population.
Atoms and positions in Å:
C -2.1483 -0.1915 0.1207  0.21
C 2.3559 -1.7743 -0.2109  0.08
C 1.1415 0.8489 -1.4795  0.09
C 1.3707 0.9309 1.5390  0.07
N -3.3431 -0.4242 -0.4564  0.13
N -1.9401 1.0689 0.5620  0.17
N -1.1508 -1.0169 0.2931  0.73
Si 1.4999 -0.0966 0.0313  0.39
H 2.3567 -2.0928 -1.2524  0.00
H 3.4486 -1.5626 0.0013  0.02
H 1.8950 -2.5577 0.3785  0.01
H 1.5350 1.8987 -1.3841  0.01
H 1.3400 0.6129 -2.4949  0.00
H 0.0672 1.0806 -1.3594  0.02
H 1.1251 2.0442 1.2136  0.00
H 0.5725 0.3761 2.1011  0.01
H 2.3782 1.0141 2.0386  0.01
H -4.0076 0.1691 -0.8350  0.01
H -3.2685 -1.2744 -0.8470  0.00
H -2.6996 1.6350 0.7525  0.01
H -1.2377 1.2989 1.2178  0.01
H -1.2904 -1.9874 0.0701  0.03

Properties
Orbital gap (spin up / spin down) = 5.1 / 6.1 eV
HOMO level (spin up / spin down) = -8.186 / -13.934 eV
Relative energy (zero: lowest compared OMol25 entry of this formula, charge and spin) = 18.85 kcal/mol
Multiplicity = 3
Total charge = +1
Energy = -614.15105 a.u.
F_max = 4.6 eV/A
Lowest unoccupied orbital energy (spin up / spin down) = -3.092 / -7.863 eV
⟨S²⟩ = 2.008

=====

> Which value of energy does entry 3 give?

-4055.54966 a.u.